The following is a DFT calculation (ωB97M-V/def2-TZVPD) of C21H21N2NiO3S as an isolated structure.

The frontier orbital gap (spin up / spin down) comes out at 6.71 / 6.61 eV. As for the net charge: +1. The value obtained for the energy above the lowest of the compared OMol25 structures with the same formula, charge and spin is 11.5 kcal per mole. The spin multiplicity is 3.

```
49
Properties=species:S:1:pos:R:3:forces:R:3:lowdin_spin:R:1
Ni -0.1027 0.0515 -0.1667 -0.228 -0.218 0.795 1.6694
C 2.9548 -0.1972 -1.1276 0.321 0.056 -0.468 0.0019
O 1.9888 -0.3238 -0.0943 -0.634 -0.034 -0.309 0.0228
C 2.4098 -0.2806 1.2133 -0.447 0.082 1.396 0.0025
C 3.7343 -0.2198 1.6189 -0.125 0.011 -0.327 -0.0001
C 4.0415 -0.1350 2.9689 -0.116 0.010 0.080 0.0031
C 3.0369 -0.1262 3.9253 0.258 0.034 -0.071 0.0005
C 1.7160 -0.2103 3.5433 -0.053 -0.011 -0.567 0.0052
C 1.3778 -0.2801 2.1877 1.156 -0.047 0.767 0.0094
N 0.0652 -0.3613 1.7505 -1.057 0.590 -1.708 0.1084
N -0.8821 -0.2301 2.5939 0.745 -0.498 1.120 0.0166
C -2.1787 -0.2314 2.3303 -0.016 0.345 -1.859 0.0195
C -2.6995 -0.2233 0.9648 -0.329 -0.015 1.635 0.0047
O -1.9603 -0.3711 -0.0478 0.658 0.287 -1.250 0.0826
C -4.1087 -0.0367 0.7945 -0.034 -0.230 -0.248 0.0061
C -4.9512 0.0583 1.8496 0.296 -0.024 -0.213 -0.0026
C -4.4809 0.0041 3.1923 0.434 -0.065 0.281 0.0033
C -5.3726 0.0834 4.2705 0.090 -0.024 0.230 -0.0016
C -4.9149 0.0308 5.5671 -0.146 0.027 -0.172 0.0041
C -3.5453 -0.0869 5.8129 -0.009 0.010 -0.104 -0.0014
C -2.6530 -0.1691 4.7691 -0.045 0.033 -0.100 0.0041
C -3.0944 -0.1319 3.4362 -0.458 0.086 0.677 0.0004
H 3.5041 0.7454 -1.0403 -0.067 -0.110 0.080 0.0000
H 2.4001 -0.2018 -2.0661 0.084 -0.035 0.092 0.0002
H 3.6521 -1.0401 -1.1174 -0.127 0.109 0.059 0.0007
H 4.5394 -0.2344 0.9008 0.013 0.020 -0.102 -0.0001
H 5.0763 -0.0674 3.2672 0.073 -0.030 0.017 0.0002
H 3.2932 -0.0457 4.9684 0.018 -0.033 0.154 0.0001
H 0.9166 -0.2151 4.2645 -0.064 0.005 0.092 0.0004
H -4.4648 -0.0176 -0.2243 -0.086 0.022 -0.081 0.0002
H -6.0136 0.1725 1.6891 -0.101 0.035 -0.071 -0.0001
H -6.4276 0.1846 4.0639 -0.124 -0.003 -0.001 -0.0001
H -5.6102 0.0788 6.3908 -0.058 0.030 0.062 0.0003
H -3.1892 -0.1101 6.8328 0.056 -0.038 0.034 -0.0002
H -1.5976 -0.2629 4.9609 0.117 -0.029 0.051 0.0006
O 0.0472 2.0304 -0.3305 -0.113 -1.147 0.434 0.0289
S 0.2194 3.2821 -1.1490 0.009 0.951 0.219 0.0066
C 1.3525 4.2883 -0.0943 -0.039 0.043 -0.401 0.0014
C 0.6175 5.5721 0.2399 -0.166 0.054 0.079 0.0004
C -0.8305 5.1655 0.4808 0.062 0.089 0.075 0.0001
C -1.2324 4.3224 -0.7163 0.248 -0.075 -0.060 0.0007
H 2.2870 4.4509 -0.6253 0.046 -0.094 -0.034 0.0002
H 1.5258 3.6768 0.7919 -0.065 -0.143 -0.088 0.0001
H 0.6785 6.2719 -0.5948 0.018 0.068 0.015 0.0000
H 1.0512 6.0493 1.1170 0.080 0.033 -0.027 0.0001
H -1.4808 6.0311 0.5855 -0.080 0.003 0.016 0.0000
H -0.9030 4.5736 1.3949 -0.028 0.006 0.016 0.0000
H -1.4490 4.9295 -1.5941 0.004 0.025 -0.065 0.0003
H -2.0681 3.6547 -0.5203 0.030 -0.161 -0.151 0.0000
```
Forces are in eV/Å.

---

The following is a DFT calculation (ωB97M-V/def2-TZVPD) of C21H21N3O4S as an isolated structure.

The frontier orbital gap comes out at 7.46 eV. The value obtained for the energy above the lowest of the compared OMol25 structures with the same formula, charge and spin is 553.7 kcal per mole. The spin multiplicity is 1.

```
50
Properties=species:S:1:pos:R:3:forces:R:3:nbo_charge:R:1
C 4.2136 2.8474 1.8968 3.082 -3.075 -7.053 -0.5476
H 4.6749 1.9591 2.3397 -0.310 0.271 0.280 0.1991
H 5.1476 3.3511 1.2102 -2.598 -1.354 1.798 0.1845
H 3.8977 3.5542 2.5154 -1.734 2.736 2.734 0.1904
C 3.0288 2.2967 0.7332 -5.425 12.544 11.293 -0.3747
C 3.3947 1.3728 -0.0765 2.806 -4.063 -6.917 -0.0643
C 3.3017 -0.0218 0.3461 5.491 5.025 -17.017 -0.2723
C 3.8200 -0.8177 -0.8536 -2.650 -1.958 7.049 0.3969
C 4.2944 -0.4056 -2.0577 -1.491 0.138 3.819 -0.3776
C 4.4441 0.8682 -2.2751 -0.985 8.164 -1.227 -0.1048
C 3.9030 2.0567 -1.3354 1.262 -11.888 -0.072 -0.2478
H 3.9063 3.0045 -1.6997 -0.232 2.644 -0.219 0.2199
H 4.8227 1.0472 -3.3327 -0.224 0.597 1.538 0.2040
H 4.7107 -1.0931 -2.6203 1.663 -3.330 -3.065 0.2251
O 3.7940 -2.2162 -0.6510 -0.693 -0.129 2.500 -0.5524
C 3.4122 -2.6973 0.8898 7.398 -2.732 -3.478 -0.1842
C 2.0391 -2.6721 1.1912 -4.089 3.930 0.623 0.6049
O 1.5978 -2.5384 2.3707 1.129 -1.278 -3.808 -0.5697
N 1.3114 -2.3264 -0.0248 -5.110 -1.087 8.223 -0.6052
C -0.2031 -2.2352 0.0787 6.482 1.785 -12.450 0.2199
C -1.0380 -2.2934 1.0013 -4.488 -0.980 11.803 -0.3532
C -2.4768 -2.0491 1.1035 5.208 0.208 -8.950 -0.0244
C -2.9104 -1.8742 -0.2551 -4.627 0.409 8.924 -0.4024
C -2.1701 -1.9315 -1.2662 7.653 -0.635 -14.489 -0.2237
C -0.7425 -1.9574 -1.5480 -5.562 -0.681 13.364 -0.1527
H -0.0220 -2.1021 -2.1901 2.694 -0.520 -4.248 0.1987
H -2.5611 -2.0478 -2.4082 -0.564 0.747 2.958 0.2532
S -4.6352 -1.6572 -0.5111 -1.196 -10.122 16.464 2.2957
O -5.4022 -2.9914 0.2080 3.507 5.881 -2.471 -0.9489
O -4.9505 -1.4850 -1.7547 -3.096 2.856 -13.545 -0.9002
N -4.9978 -0.4449 0.5290 -4.116 -6.534 4.894 -0.8591
C -4.8902 0.7563 0.1535 2.499 8.264 -1.839 0.3417
N -5.5461 1.6652 1.0321 -0.572 -12.655 0.422 -0.4385
C -5.4668 2.7945 0.7634 -0.678 11.818 1.617 0.1195
C -4.6340 3.3815 -0.1720 -2.208 8.820 1.251 -0.2928
C -3.8095 2.7629 -0.9011 1.299 -9.080 -2.323 -0.1362
C -3.9414 1.2104 -0.8826 -9.899 10.450 6.515 -0.3037
H -3.4147 0.5017 -1.0175 7.862 -8.230 -3.466 0.1545
H -3.1979 2.9696 -1.6856 1.836 1.927 -1.621 0.2234
H -4.6471 4.6411 -0.2331 -0.070 -3.682 0.241 0.2102
H -5.9744 3.4827 1.5716 0.726 -0.701 -1.870 0.1734
H -5.8572 -0.6797 1.5081 3.466 0.806 -4.261 0.4984
H -3.1079 -2.1993 1.8363 -2.642 -0.487 4.004 0.2265
H -0.5981 -2.5500 2.0937 -0.764 0.591 -2.660 0.2708
H 1.5906 -2.3966 -0.9218 1.858 -0.557 -2.995 0.4117
H 4.2524 -2.2544 1.5263 -1.920 -0.163 -0.535 0.2626
H 3.7964 -3.8451 0.7974 -1.066 2.550 0.118 0.2588
H 3.1150 -0.3382 1.1725 -2.533 -3.468 9.528 0.1800
H 2.6730 3.4637 0.2740 1.076 -3.595 0.913 0.2048
H 2.0527 2.1340 1.5311 2.546 -0.174 -2.295 0.2082
```
Forces are in eV/Å.

---

The following is a DFT calculation (ωB97M-V/def2-TZVPD) of C21H21N3O8 in the gas phase.

The frontier orbital gap comes out at 8.46 eV. The structure (SMILES) is COc1ccc(/C=N/NC(=O)CNC(=O)c2ccc3c(c2)OCCO3)c(C(=O)O)c1OC. The value obtained for the energy above the lowest of the compared OMol25 structures with the same formula, charge and spin is 0.0 kcal per mole. The spin multiplicity is 1.

```
53
Properties=species:S:1:pos:R:3:forces:R:3:nbo_charge:R:1
C -4.8785 -1.7481 -0.8016 -0.334 -0.124 -0.329 -0.2383
H -5.9384 -1.8755 -0.5792 0.064 -0.033 -0.030 0.1878
O -4.3026 -1.2838 0.4037 0.286 0.336 0.097 -0.5077
C -2.9653 -1.4029 0.6378 0.226 -0.103 0.237 0.2775
C -2.6196 -1.4992 1.9796 -0.161 -0.007 -0.354 -0.2371
C -1.3017 -1.5632 2.3722 0.311 -0.030 -0.265 -0.1781
C -0.2998 -1.5727 1.4125 -0.794 -0.054 -0.221 -0.0902
C -0.6234 -1.4772 0.0419 0.027 -0.036 0.295 -0.1236
C -1.9519 -1.3573 -0.3530 -0.227 0.014 -0.038 0.2447
O -2.4076 -1.1389 -1.6211 -0.196 -0.027 0.600 -0.5154
C -1.5389 -1.0987 -2.7305 0.172 0.061 -0.463 -0.2662
H -0.9895 -2.0353 -2.8442 -0.044 0.067 0.001 0.1970
H -2.1923 -0.9572 -3.5916 0.088 -0.023 0.032 0.1963
H -0.8408 -0.2614 -2.6658 -0.058 -0.055 -0.006 0.2030
C 0.5582 -1.4082 -0.8950 0.136 0.397 -0.830 0.8367
O 1.0869 -0.3679 -1.2267 -0.313 -0.150 -0.081 -0.6593
O 0.8818 -2.5899 -1.4136 -0.207 -0.470 -0.340 -0.7046
H 1.7969 -2.5449 -1.7646 -0.144 0.224 0.216 0.5254
C 1.0992 -1.5289 1.7764 0.946 -0.044 0.330 0.0580
N 1.9363 -1.7687 0.8543 -0.218 -0.221 0.343 -0.2285
N 3.2368 -1.4250 0.9217 0.313 -0.031 0.949 -0.4600
C 3.8643 -1.2662 -0.2930 0.297 -0.027 0.007 0.6907
O 3.6175 -1.9452 -1.2636 0.114 0.000 -0.185 -0.6071
C 4.7156 0.0003 -0.3436 -0.026 -0.068 0.004 -0.3181
N 3.7209 1.0484 -0.5227 0.123 0.206 -0.174 -0.5992
C 2.9723 1.4572 0.5477 0.129 0.124 -0.242 0.6868
O 3.3320 1.2579 1.6974 -0.006 -0.003 0.292 -0.6575
C 1.6668 2.0558 0.1856 -0.410 0.238 0.198 -0.1444
C 0.5975 1.7542 1.0190 -0.027 0.141 -0.153 -0.2086
C -0.7022 2.0462 0.6396 0.040 0.125 -0.015 0.2856
C -0.9317 2.6834 -0.5842 0.031 -0.103 0.003 0.2281
C 0.1492 3.0713 -1.3693 -0.213 -0.072 0.057 -0.2396
C 1.4374 2.7507 -0.9994 0.065 -0.062 0.169 -0.1882
H 2.2619 3.0435 -1.6312 0.088 0.010 -0.098 0.2150
H -0.0551 3.5950 -2.2899 -0.029 0.070 -0.109 0.2271
O -2.1953 2.9347 -1.0437 0.395 0.235 -0.065 -0.4828
C -3.1901 2.1889 -0.3731 -0.229 -0.286 0.502 -0.1016
C -2.9689 2.2442 1.1366 -0.353 0.243 -0.352 -0.0969
H -3.7238 1.6594 1.6641 0.001 0.072 -0.069 0.2070
O -1.7207 1.6807 1.4775 0.386 -0.088 -0.084 -0.4971
H -3.0072 3.2907 1.4700 -0.013 -0.122 0.005 0.1797
H -4.1475 2.6345 -0.6469 0.051 -0.077 0.064 0.2016
H -3.1597 1.1449 -0.7063 -0.027 0.064 -0.025 0.1892
H 0.7639 1.2485 1.9559 0.037 -0.073 0.119 0.2344
H 3.2261 1.0122 -1.4037 -0.046 -0.069 0.094 0.4170
H 5.2586 0.1840 0.5844 -0.004 -0.032 -0.112 0.2354
H 5.3927 -0.0125 -1.1970 -0.052 -0.098 0.129 0.2297
H 3.5295 -0.8207 1.6965 -0.161 0.001 -0.445 0.4058
H 1.3796 -1.1824 2.7737 0.053 0.041 0.024 0.1787
H -1.0453 -1.6143 3.4185 0.045 0.016 0.143 0.2162
H -3.4203 -1.5034 2.7017 -0.113 -0.017 0.070 0.2275
H -4.7621 -1.0275 -1.6134 -0.015 -0.110 0.094 0.1865
H -4.4540 -2.7067 -1.1055 -0.003 0.029 0.009 0.1816
```
Forces are in eV/Å.